The following is a quantum chemistry calculation of a cluster of 2 separate species, C27H36ClNO4P in total, from the OMol25 dataset.

Properties
- Net charge: -1
- E_HOMO: -3.1 eV
- HOMO-LUMO gap: 4.4 eV
- Total energy: -2207.79308 a.u.
- E_LUMO: 1.32 eV

Structure (XYZ):
```
70
Properties=species:S:1:pos:R:3:forces:R:3:mulliken_charge:R:1
Cl 0.0299 3.1870 2.6501 -0.4292 0.0852 -0.3083 -0.260
P -0.1916 4.4235 0.9705 0.6490 1.0422 -0.2423 0.104
O 3.3885 2.3490 -3.2548 -0.9311 -0.5039 -0.4394 -0.617
O -1.4187 -3.9215 0.3705 0.6729 -0.4075 0.0461 -0.633
O -0.1233 -0.4139 -4.1430 0.5977 1.0433 0.3744 -0.606
O -1.8143 4.7146 1.0041 0.4393 -0.6845 0.3753 -0.480
N 1.5985 1.1490 -4.1534 0.9732 -0.9911 -0.5933 -0.097
C -2.3585 -1.1234 -0.0478 1.0069 -0.0339 -0.9005 -0.129
C 0.9256 -0.7029 0.5684 0.2581 -0.1677 -0.3139 0.169
C 2.2323 1.9725 -3.2337 -0.1668 0.6736 0.9069 -0.276
C 3.0114 3.7493 0.4056 0.4719 -0.9305 -0.9269 0.058
C -3.0051 -5.1878 -0.8539 -0.2306 -0.7326 -0.0581 -1.376
C 0.4250 0.5564 -3.6648 -0.6077 -0.0276 0.1500 0.124
C 2.6522 0.8645 1.6308 0.2300 0.2107 0.0470 0.154
C -2.0887 -5.0981 0.3866 -0.7465 1.1465 -0.0440 0.300
C 3.9494 1.6909 1.5050 -0.0509 -0.8747 -0.5693 -1.363
C -3.8768 -0.8036 1.7605 -0.6588 0.5362 0.5542 -0.722
C -1.0434 2.3976 -0.6960 -0.7544 0.3576 0.8602 -0.419
C 2.3581 4.0558 -0.9618 -0.3544 0.6752 1.0322 -1.888
C 2.4790 -2.5173 1.5816 -0.7151 -0.2754 0.0349 -1.488
C -2.9827 -5.1673 1.6453 -0.2424 -0.7492 0.0798 -1.399
C 3.9904 2.5409 0.2329 -0.4567 1.3962 1.1626 -0.435
C 1.1464 2.2553 -2.2083 1.2149 -0.2372 -1.4763 0.101
C 0.0826 1.4209 -2.4714 0.3710 -0.6018 -0.6913 0.010
C 0.0057 3.2387 -0.4232 -0.1522 -0.1330 0.5118 0.713
C -2.1834 0.5009 -1.9543 -0.3403 0.2823 1.0756 -1.276
C -2.8889 -1.5113 1.1438 0.3147 -1.5701 1.2860 -0.958
C -2.7940 0.0308 -0.6499 0.3266 -0.1921 -0.6169 0.182
C 2.1463 0.2074 0.3527 -0.3526 -0.0344 -0.0045 1.635
C -3.7892 0.7339 -0.0257 -0.4878 1.6458 -0.8029 -0.169
C 1.1646 3.1654 -1.2066 0.6663 1.3042 0.5588 1.155
C -4.3259 0.3516 1.1665 -0.6563 0.2245 0.6195 -0.701
C 1.2047 -2.2029 0.7856 0.5087 0.5914 0.0703 -0.379
C -1.0316 1.4605 -1.6990 -1.1441 -1.2969 -0.6586 0.500
H 4.8181 1.0238 1.4929 -0.0661 -0.0832 0.1378 0.393
H -2.3748 -5.1336 2.5528 0.0920 0.0835 -0.0473 0.292
H 2.9215 -0.3313 -0.2036 0.1519 -0.0275 0.1558 0.453
H 2.1799 0.6021 -4.7761 -0.1068 0.1118 -0.1241 0.314
H -2.4138 -5.1694 -1.7724 0.0849 0.0947 0.0603 0.306
H -1.4863 -6.0430 0.3891 0.2561 0.1199 -0.0020 0.202
H -2.5162 -2.4214 1.5995 0.1557 -0.0669 -0.3025 0.619
H 1.8615 1.5436 1.9585 -0.0137 -0.1846 0.0566 -0.393
H 0.3356 -2.6436 1.2718 -0.0250 -0.2883 -0.2686 0.229
H 4.9913 2.9566 0.0999 0.0590 -0.2351 -0.3039 0.487
H -5.0920 0.9521 1.6393 -0.1099 0.0377 -0.0290 0.383
H 2.5292 -3.6016 1.7005 0.1591 0.0004 0.0392 0.500
H 2.4133 -2.0862 2.5832 0.2189 0.0402 0.0083 0.247
H 3.6700 2.0144 -0.6613 0.3830 -0.3385 0.0658 0.078
H 3.5147 4.6371 0.7874 0.0480 -0.0553 0.1006 0.447
H 4.0151 2.3045 2.4074 0.2546 0.1965 -0.1202 0.314
H -4.3256 -1.1009 2.6977 0.1602 -0.2571 0.1107 0.444
H 0.3309 -0.6431 -0.3488 -0.1539 0.0715 0.2523 -0.801
H -3.6903 -4.3337 1.6727 0.0670 0.0456 -0.1129 0.248
H -2.9696 1.0432 -2.4858 0.1339 -0.1435 -0.3937 0.570
H 0.3069 -0.3135 1.3825 0.0042 0.1231 -0.0173 0.360
H 1.8240 1.0146 -0.3053 0.1141 -0.1468 0.0533 -1.666
H -3.7128 -4.3548 -0.8827 0.1107 0.1122 0.1104 0.235
H -4.1410 1.6514 -0.4934 -0.1089 0.0064 -0.0206 0.413
H 2.0094 5.0936 -0.9241 -0.0903 -0.0225 -0.1930 0.538
H -1.9235 2.4885 -0.0726 -0.0866 -0.2006 -0.0345 0.320
H 2.7683 0.1376 2.4352 0.0372 -0.0759 -0.0132 0.497
H 3.3874 -2.1883 1.0771 0.0583 0.1267 0.0947 0.297
H -1.5700 -1.7137 -0.5024 -0.2140 -0.3046 0.1598 0.776
H 3.1038 3.9773 -1.7461 -0.0970 -0.0582 -0.0528 0.443
H -3.5680 -6.1023 1.6742 0.0067 0.0776 0.0614 0.469
H 2.2809 3.4135 1.1383 -0.2298 0.3868 0.0019 -0.165
H -1.8458 -0.3773 -2.4957 -0.0069 0.2163 -0.3289 0.539
H -3.5905 -6.1232 -0.8565 0.0069 0.0517 -0.0571 0.429
H -2.2121 4.1177 1.6556 -0.3520 0.0502 -0.1981 0.285
H 1.2958 -2.6566 -0.2018 -0.1250 -0.2355 0.0516 0.364
```
Forces are in eV/Å.